[1]
68
Properties=species:S:1:pos:R:3 method="wB97M-V/def2-TZVPD" spin_multiplicity=1 e_lumo_ev=-2.4 homo_ev=-12.42 charge=+1 e_above_lowest_kcal_mol=0.00 smiles="CCCCCC[N@@+]1(O)[C@@H](c2ccccc2)O[C@@](CCCOC(C)=O)(C[C@H](C)O)[C@@H]1S"
C 1.89 4.67 4.04
C 1.94 3.34 3.22
C 2.74 3.57 1.94
C 2.56 2.50 0.81
C 1.71 1.29 1.19
C 1.77 0.21 0.07
N 0.54 0.17 -0.78
O 0.47 1.52 -1.24
C 0.47 -0.60 -2.09
C 1.74 -0.78 -2.85
C 2.81 -1.51 -2.41
C 3.96 -1.61 -3.12
C 4.05 -0.95 -4.31
C 3.00 -0.22 -4.78
C 1.85 -0.14 -4.05
O -0.37 -1.70 -1.92
C -1.01 -1.65 -0.63
C -2.33 -2.43 -0.57
C -3.69 -1.75 -0.83
C -4.33 -1.29 0.48
O -5.74 -1.14 0.35
C -6.16 -0.06 -0.40
C -5.73 1.34 -0.05
O -6.91 -0.25 -1.36
C -0.03 -2.58 0.21
C -0.22 -2.57 1.74
C 1.11 -2.48 2.47
O -0.76 -3.85 2.13
C -0.85 -0.22 -0.07
S -2.08 1.06 -0.46
H 0.87 5.04 4.01
H 2.21 4.47 5.06
H 2.52 5.40 3.55
H 2.44 2.57 3.80
H 0.91 3.06 3.00
H 2.47 4.53 1.51
H 3.80 3.60 2.17
H 3.54 2.14 0.50
H 2.13 2.99 -0.06
H 2.10 0.84 2.10
H 0.68 1.59 1.37
H 1.88 -0.77 0.53
H 2.66 0.40 -0.51
H 1.32 1.69 -1.67
H -0.11 0.09 -2.71
H 2.76 -2.03 -1.45
H 4.79 -2.17 -2.74
H 4.96 -0.99 -4.88
H 3.05 0.32 -5.71
H 1.01 0.45 -4.39
H -2.21 -3.18 -1.35
H -2.43 -2.98 0.35
H -3.66 -0.96 -1.57
H -4.39 -2.50 -1.21
H -3.90 -0.36 0.86
H -4.17 -2.04 1.26
H -5.48 1.84 -0.98
H -6.55 1.90 0.40
H -4.88 1.41 0.63
H 0.99 -2.33 -0.07
H -0.21 -3.58 -0.16
H -0.94 -1.82 2.10
H 0.92 -2.70 3.52
H 1.60 -1.52 2.35
H 1.73 -3.30 2.10
H -1.69 -3.74 2.32
H -0.74 -0.08 1.00
H -2.40 0.82 -1.74

=====

[2]
71
Properties=species:S:1:pos:R:3 method="wB97M-V/def2-TZVPD" spin_multiplicity=1 e_lumo_ev=-4.9 homo_ev=-9.84 charge=+1
C 5.46 4.73 0.57
C 6.14 3.25 0.55
P 5.11 2.10 -0.57
C 5.91 2.34 -2.31
C 4.90 1.99 -3.51
C 5.41 0.26 -0.19
S 7.12 0.28 0.60
C 6.69 -1.27 1.49
Cl 8.13 -2.15 2.15
N 5.38 -1.56 1.55
P 4.84 -3.06 2.41
O 5.85 -4.37 2.00
Br 5.07 -2.66 4.66
C 4.51 -0.50 0.89
I 4.24 0.89 2.62
C 2.99 -0.85 0.55
C 2.78 -2.15 -0.38
C 1.31 -2.78 -0.03
C 0.27 -2.66 -1.24
C -1.23 -2.92 -0.66
C -2.27 -1.75 -1.07
C -3.64 -1.92 -0.20
C -4.93 -1.28 -0.92
Si -6.29 -0.66 0.30
C -8.02 -1.48 -0.06
C -5.87 -1.05 2.16
C -6.55 1.26 0.23
C -5.75 2.24 1.16
C -6.04 3.78 1.06
C -7.11 4.31 0.06
C -7.91 3.35 -0.90
C -7.59 1.82 -0.78
H 5.59 5.28 -0.43
H 5.87 5.33 1.46
H 4.34 4.55 0.81
H 6.30 2.86 1.61
H 7.19 3.31 0.06
H 6.89 1.76 -2.33
H 6.19 3.46 -2.35
H 3.81 1.88 -3.21
H 5.03 2.83 -4.30
H 5.31 1.04 -4.03
H 5.59 -0.21 -1.22
H 6.59 -4.46 2.65
H 2.44 0.03 0.09
H 2.48 -1.08 1.56
H 3.55 -2.98 -0.22
H 2.71 -1.87 -1.50
H 1.38 -3.89 0.27
H 0.82 -2.25 0.87
H 0.27 -1.64 -1.76
H 0.44 -3.51 -2.00
H -1.68 -3.91 -1.03
H -1.25 -2.95 0.50
H -1.82 -0.74 -0.75
H -2.52 -1.74 -2.19
H -3.87 -3.03 -0.02
H -3.44 -1.43 0.83
H -4.59 -0.45 -1.63
H -5.39 -2.13 -1.56
H -8.79 -0.81 0.45
H -8.26 -1.51 -1.18
H -8.10 -2.53 0.42
H -6.69 -0.58 2.81
H -5.86 -2.19 2.25
H -4.84 -0.58 2.34
H -4.98 1.82 1.89
H -5.46 4.50 1.74
H -7.33 5.43 0.01
H -8.67 3.77 -1.63
H -8.14 1.07 -1.46

=====

[3]
74
Properties=species:S:1:pos:R:3 method="wB97M-V/def2-TZVPD" spin_multiplicity=6 e_lumo_ev="-0.9 / -1.1" homo_ev="-7.39 / -8.04" charge=0 e_above_lowest_kcal_mol=0.00
O 1.23 2.32 -2.56
C 1.07 1.90 -3.75
C 1.78 2.73 -4.74
C 2.49 3.91 -4.33
H 2.50 4.19 -3.28
C 3.22 4.66 -5.26
H 3.73 5.57 -4.91
C 3.28 4.25 -6.60
H 3.81 4.89 -7.30
C 2.68 3.05 -6.98
H 2.77 2.72 -8.02
C 1.96 2.28 -6.07
H 1.55 1.30 -6.34
H 0.58 0.90 -4.01
C -1.65 1.33 -3.63
C -0.87 0.28 -2.92
H -2.72 1.07 -3.55
H -1.38 1.49 -4.71
H -1.55 2.26 -2.99
C -1.13 -0.39 -1.79
C -2.47 -0.69 -1.08
H -0.31 -0.84 -1.18
H -3.33 -0.54 -1.75
H -2.63 -0.07 -0.18
H -2.52 -1.73 -0.72
Fe 1.48 1.64 -0.86
Cl -0.38 2.41 0.15
Cl 1.76 -0.47 -2.08
C -1.37 0.60 2.88
O -0.41 -0.13 2.79
N -2.42 0.35 3.70
C -2.38 -0.82 4.56
C -3.47 1.33 3.95
H -1.47 1.55 2.29
H -1.65 -1.52 4.15
H -3.38 -1.26 4.60
H -2.09 -0.53 5.59
H -3.47 2.07 3.14
H -3.32 1.86 4.90
H -4.44 0.83 3.99
H 1.16 -6.44 0.83
H 2.78 -5.95 -0.92
C 0.37 -5.90 0.28
C 2.04 -5.36 -1.47
N 0.97 -4.91 -0.60
H -0.30 -5.39 0.98
C 0.67 -3.60 -0.47
O -0.09 -3.14 0.38
H 2.54 -4.49 -1.91
H 1.21 -2.95 -1.21
H -0.20 -6.64 -0.31
H 1.67 -5.99 -2.30
C 2.42 1.67 1.86
N 2.46 0.73 0.69
C 2.15 -0.65 1.15
N 3.08 -1.09 2.21
C 2.99 -0.11 3.34
N 3.35 1.28 2.92
C 4.73 1.24 2.38
N 4.84 0.31 1.23
C 3.89 0.74 0.19
C 4.46 -1.06 1.68
H 1.40 1.67 2.26
H 2.67 2.67 1.47
H 2.23 -1.31 0.28
H 1.14 -0.68 1.57
H 3.69 -0.41 4.12
H 1.94 -0.12 3.69
H 5.01 2.24 2.03
H 5.39 0.90 3.18
H 3.95 0.05 -0.66
H 4.13 1.76 -0.10
H 5.16 -1.37 2.47
H 4.53 -1.75 0.82